Entry from the Open Molecules 2025 dataset: a single C21H27N3O4S2 molecule (ωB97M-V/def2-TZVPD).

Element x y z (Å)
1 C 3.93831 2.10777 -1.41544
2 S 3.49621 0.83346 -0.20267
3 C 3.04662 1.89081 1.21542
4 C 1.66556 2.51632 1.08752
5 C 0.54323 1.56065 1.51073
6 N 0.71456 0.25016 0.92056
7 C 1.06596 -0.83737 1.62190
8 O 1.26746 -0.83769 2.81924
9 C 1.15285 -2.12552 0.79371
10 C 2.57526 -2.69614 0.84842
11 S 2.82762 -3.59494 -0.71629
12 C 1.87260 -2.24458 -1.53664
13 C 1.14153 -2.58549 -2.78736
14 C 1.61175 -2.93784 -4.03505
15 C 0.68108 -3.19577 -5.03247
16 C -0.68210 -3.09662 -4.78903
17 C -1.15691 -2.73974 -3.53690
18 C -0.23108 -2.48471 -2.54094
19 C -0.43662 -2.14405 -1.11822
20 O -1.46194 -2.02958 -0.48286
21 N 0.82317 -1.94984 -0.60092
22 C -0.81481 2.09134 1.01190
23 O -0.87320 2.91756 0.11547
24 N -1.91093 1.56615 1.57260
25 C -2.01878 0.49653 2.54847
26 C -3.21119 -0.30519 2.03627
27 C -4.15639 0.79765 1.56652
28 C -3.22468 1.87115 0.99661
29 C -3.67313 3.29644 1.35888
30 O -3.79226 3.49190 2.74622
31 H 3.07791 2.73949 -1.61728
32 H 4.23807 1.59066 -2.32086
33 H 4.76714 2.69680 -1.03228
34 H 3.10294 1.24465 2.09125
35 H 3.82071 2.65461 1.28563
36 H 1.47727 2.83478 0.05959
37 H 1.61125 3.40632 1.71773
38 H 0.55537 1.42592 2.59658
39 H 0.60393 0.18067 -0.08011
40 H 0.43359 -2.82796 1.23867
41 H 2.71777 -3.37914 1.68036
42 H 3.31356 -1.89401 0.89795
43 H 2.56834 -1.40368 -1.64714
44 H 2.67064 -3.02395 -4.22338
45 H 1.02509 -3.48199 -6.01505
46 H -1.38011 -3.30341 -5.58623
47 H -2.21296 -2.66075 -3.33133
48 H -2.24073 0.92269 3.53534
49 H -1.11491 -0.09967 2.62032
50 H -2.89848 -0.92850 1.19762
51 H -3.64742 -0.93636 2.80673
52 H -4.69918 1.21660 2.41580
53 H -4.87317 0.45150 0.82620
54 H -3.13840 1.81468 -0.09415
55 H -2.97145 4.01430 0.91798
56 H -4.66767 3.47259 0.94393
57 H -2.91884 3.39031 3.14053

Summary:
Kohn-Sham gap (hartree): 0.330
LUMO energy (eV): 0.28
Structure (SMILES): CSCC[C@H](NC(=O)[C@@H]1CS[C@H]2c3ccccc3C(=O)N12)C(=O)N1CCC[C@H]1CO
ΔE to the lowest compared entry with this formula, charge and spin (kcal/mol): 0.0



Entry from the Open Molecules 2025 dataset: 2 unconnected molecules or ions with the total composition C21H27N3O5 at a distorted geometry (ωB97M-V/def2-TZVPD).

Element x y z (Å)
1 C -2.57625 3.00814 0.45828
2 N -2.78023 2.31633 1.73104
3 C -2.03425 2.39505 2.83832
4 O -2.36901 1.75455 3.83053
5 C -0.76308 3.26566 2.88584
6 C 0.50542 2.42185 2.68170
7 C 0.52843 1.61487 1.39890
8 C 0.97099 2.20886 0.20072
9 C 0.97522 1.46641 -0.99641
10 C 0.53685 0.12455 -0.98999
11 O 0.52447 -0.59650 -2.13836
12 C 0.10018 -0.47032 0.21119
13 C 0.09753 0.27413 1.40478
14 N -0.66945 3.94717 4.17945
15 C -0.08818 5.12703 4.37540
16 C -0.10432 5.65532 5.78975
17 O 0.43479 5.77607 3.47942
18 H -2.51461 4.08716 0.61451
19 H -3.41335 2.79860 -0.20967
20 H -1.66083 2.65592 -0.01842
21 H -3.57228 1.69616 1.80485
22 H -0.81134 4.01349 2.09540
23 H 0.61226 1.73774 3.52553
24 H 1.37232 3.08444 2.68977
25 H 1.30804 3.23738 0.20291
26 H 1.31728 1.92064 -1.91358
27 H 0.83138 -0.09383 -2.89379
28 H -0.23321 -1.49672 0.20660
29 H -0.24259 -0.18262 2.32526
30 H -1.09114 3.47825 4.96712
31 H 0.39160 4.94188 6.44503
32 H 0.42245 6.60793 5.81714
33 H -1.13517 5.79843 6.10727
34 N 0.78995 -5.51159 -1.61452
35 C 0.70684 -4.06348 -1.81214
36 C 2.10819 -3.45375 -1.67976
37 C 2.47213 -3.05519 -0.25585
38 O 1.81907 -3.46558 0.69074
39 O 3.53504 -2.23376 -0.11388
40 C 0.11736 -3.81915 -3.18026
41 C -1.19622 -3.33573 -3.29645
42 C -1.75253 -3.07663 -4.55268
43 C -0.99768 -3.29284 -5.70882
44 C 0.30760 -3.78265 -5.60761
45 C 0.85769 -4.05408 -4.35107
46 H -0.08105 -5.95840 -1.90057
47 H 1.00463 -5.72522 -0.63934
48 H 0.03701 -3.61511 -1.06795
49 H 2.17580 -2.55662 -2.29679
50 H 2.85525 -4.15982 -2.04936
51 H 3.59647 -2.06491 0.83830
52 H -1.78887 -3.14755 -2.40637
53 H -2.76869 -2.70141 -4.62839
54 H -1.42625 -3.08629 -6.68495
55 H 0.89294 -3.96159 -6.50468
56 H 1.86544 -4.45266 -4.28409

Summary:
Kohn-Sham gap (hartree): 0.335
LUMO energy (eV): 0.49
Structure (SMILES): CNC(=O)[C@H](Cc1ccc(O)cc1)NC(C)=O.N[C@@H](CC(=O)O)c1ccccc1
ΔE to the lowest compared entry with this formula, charge and spin (kcal/mol): 35.5



Entry from the Open Molecules 2025 dataset: a molecular structure, C21H27N3O5PtSSi2 (ωB97M-V/def2-TZVPD).

Element x y z (Å)
1 Pt -0.97836 0.92536 -0.61805
2 C -1.53911 -2.47208 -1.05312
3 Si -2.43575 -0.83525 -0.70823
4 C -3.78241 -0.67157 -2.04138
5 C -3.37387 -1.11891 0.93147
6 C -4.37833 -2.06597 1.15079
7 C -4.99621 -2.18457 2.38815
8 C -4.61006 -1.35198 3.43367
9 C -3.60834 -0.41283 3.23013
10 C -2.98269 -0.28149 1.98718
11 Si -1.57257 0.93484 1.57057
12 C -2.27705 2.66457 1.98809
13 C -0.26541 0.63943 2.90941
14 H -2.24824 -3.30121 -1.16385
15 H -0.86270 -2.69699 -0.22438
16 H -0.94157 -2.39942 -1.96512
17 H -4.23994 -1.63705 -2.28781
18 H -3.33464 -0.24420 -2.94118
19 H -4.57330 -0.00132 -1.69105
20 H -4.68492 -2.72467 0.34151
21 H -5.77336 -2.92689 2.54385
22 H -5.08735 -1.44257 4.40485
23 H -3.30726 0.22609 4.05699
24 H -2.63833 2.71735 3.02266
25 H -3.10491 2.91036 1.31857
26 H -1.49667 3.41937 1.85460
27 H -0.67983 0.83797 3.90541
28 H 0.59768 1.29271 2.75673
29 H 0.09461 -0.39015 2.86990
30 C 1.79713 4.07370 -2.12690
31 C 0.76342 3.00709 -1.90977
32 N 0.53306 2.50493 -0.74459
33 O 1.36570 3.00279 0.27331
34 C 0.03369 2.48444 -3.04428
35 C 0.15122 3.07585 -4.41712
36 N -0.70756 1.40949 -2.82594
37 O -1.36303 0.89669 -3.78117
38 H 1.97444 4.63016 -1.21223
39 H 1.48772 4.74504 -2.92685
40 H 2.73815 3.60359 -2.42487
41 H 1.91086 2.22922 0.52118
42 H 1.19237 3.22984 -4.71438
43 H -0.36574 4.03923 -4.50548
44 H -0.31643 2.37916 -5.11087
45 O 1.63230 -2.87911 2.05308
46 C 2.24792 -2.12002 1.31546
47 N 1.82930 -0.93621 0.82225
48 S 2.91580 -0.22881 -0.09323
49 O 2.58104 -0.16041 -1.49314
50 O 3.35120 1.03245 0.49542
51 C 4.21031 -1.44271 0.10969
52 C 5.49928 -1.50049 -0.38100
53 C 6.26327 -2.61710 -0.05811
54 C 5.73204 -3.63565 0.73099
55 C 4.43043 -3.55548 1.21288
56 C 3.67496 -2.44297 0.88925
57 H 5.89738 -0.70514 -0.99853
58 H 7.28022 -2.69828 -0.42415
59 H 6.34461 -4.49786 0.96904
60 H 3.99581 -4.33236 1.82966

Summary:
Kohn-Sham gap (hartree): 0.233
LUMO energy (eV): 4.45
ΔE to the lowest compared entry with this formula, charge and spin (kcal/mol): 0.0
Total charge: -2



Entry from the Open Molecules 2025 dataset: a molecular structure, C21H27N3O5PtSSi2 (ωB97M-V/def2-TZVPD).

Element x y z (Å)
1 Pt 0.17062 0.03480 0.29857
2 C 3.21370 -0.77172 -1.32230
3 Si 2.49356 0.13612 0.16319
4 C 3.48691 -0.43385 1.64943
5 C 3.04729 1.95550 -0.07421
6 C 4.38584 2.34445 -0.20552
7 C 4.73961 3.68064 -0.34304
8 C 3.74989 4.66114 -0.34279
9 C 2.41874 4.28882 -0.20861
10 C 2.05422 2.94386 -0.07886
11 Si 0.26738 2.33056 0.07944
12 C -0.51560 3.33470 1.48017
13 C -0.60804 2.98234 -1.46629
14 H 4.30833 -0.72142 -1.28896
15 H 2.86940 -0.32711 -2.26075
16 H 2.90816 -1.82240 -1.31953
17 H 4.53469 -0.12299 1.55943
18 H 3.42186 -1.51994 1.73752
19 H 3.05959 -0.01107 2.56380
20 H 5.16805 1.58882 -0.19537
21 H 5.78274 3.96224 -0.44496
22 H 4.01852 5.70772 -0.44420
23 H 1.65182 5.06112 -0.20686
24 H -0.32464 4.40447 1.33817
25 H -0.10863 3.02945 2.44941
26 H -1.60054 3.17725 1.50211
27 H -0.53724 4.07636 -1.49484
28 H -1.66553 2.69637 -1.46374
29 H -0.15346 2.57926 -2.37557
30 C -4.01202 -0.05549 1.78180
31 C -2.52695 0.00444 1.58685
32 N -2.00775 0.03047 0.41609
33 O -2.89314 -0.00707 -0.65846
34 C -1.62542 0.06791 2.71612
35 C -2.06756 0.04610 4.14668
36 N -0.33412 0.17523 2.45154
37 O 0.50072 0.34100 3.35224
38 H -4.50186 0.49854 0.98634
39 H -4.29300 0.35393 2.75026
40 H -4.35604 -1.08995 1.72125
41 H -2.69361 -0.90761 -1.04458
42 H -3.01017 -0.48641 4.26885
43 H -2.17747 1.05638 4.55921
44 H -1.29700 -0.45513 4.73183
45 O 1.30036 -2.72016 1.95153
46 C 0.66005 -3.08814 0.95496
47 N 0.05465 -2.16108 0.06978
48 S -0.67517 -2.87199 -1.17960
49 O -2.12344 -2.58131 -1.18415
50 O -0.05932 -2.52307 -2.44887
51 C -0.36242 -4.49818 -0.67642
52 C -0.73180 -5.69634 -1.25213
53 C -0.34761 -6.88610 -0.63854
54 C 0.42305 -6.84007 0.57641
55 C 0.79279 -5.64855 1.14589
56 C 0.41103 -4.43120 0.53316
57 H -1.31244 -5.71194 -2.16929
58 H -0.61915 -7.83941 -1.07665
59 H 0.71196 -7.77458 1.04900
60 H 1.37356 -5.61198 2.06050

Summary:
Kohn-Sham gap (spin up / spin down) (hartree): 0.126 / 0.255
LUMO energy (spin up / spin down) (eV): 4.55 / 4.54
Spin multiplicity: 3
ΔE to the lowest compared entry with this formula, charge and spin (kcal/mol): 0.0
Total charge: -2